Record 1
23
Properties=species:S:1:pos:R:3 method="wB97M-V/def2-TZVPD" e_lumo_ev=-7.079 e_homo_ev=-13.09 total_charge=+1 energy_ev=-10340.495 e_above_lowest_ev=6.286 gap_ev=6.01
N -1.603 -2.559 -0.319
C -0.500 -1.429 -0.901
N 0.381 -2.317 -1.556
N -0.536 -0.132 -1.968
H -2.377 -2.029 0.053
H -1.962 -2.804 -1.238
H 1.289 -1.901 -1.677
H 0.245 -3.248 -1.164
H -0.541 -0.735 -2.776
H -1.514 0.076 -1.722
C -0.680 1.262 0.407
C 0.825 1.150 0.757
C 1.355 2.382 1.452
N 1.250 -0.040 1.521
H -0.682 1.941 -0.449
H -1.079 0.280 0.135
H -1.280 1.699 1.222
H 1.379 1.118 -0.187
H 2.426 2.413 1.570
H 1.046 3.322 0.984
H 0.954 2.474 2.469
H 0.921 -0.854 0.987
H 0.684 -0.070 2.400

=====

Record 2
22
Properties=species:S:1:pos:R:3 method="wB97M-V/def2-TZVPD" e_lumo_ev="3.393 / 3.285" multiplicity=2 e_homo_ev="1.10 / -5.79" total_charge=-1 energy_ev=-9974.176 e_above_lowest_ev=1.260 gap_ev="2.29 / 9.08"
C 0.293 -1.468 -0.711
C -0.074 -0.780 0.596
C 0.302 -1.596 1.887
C -0.247 -0.903 3.229
N 0.631 0.530 0.677
H -0.138 -0.825 -1.498
H 1.333 -1.635 -1.047
H -0.278 -2.350 -0.870
H -1.143 -0.559 0.568
H -0.131 -2.670 1.763
H 1.494 -1.568 1.969
H -0.860 -1.615 3.730
H 0.555 -0.550 3.921
H -0.762 -0.072 2.827
H 0.697 0.867 1.642
H 1.499 0.483 0.081
H -0.334 0.990 -4.053
H 0.919 1.727 -3.699
O 0.407 0.882 -3.473
H -2.144 3.845 -2.619
H -0.772 3.410 -2.063
O -1.247 3.859 -2.856

=====

Record 3
22
Properties=species:S:1:pos:R:3 method="wB97M-V/def2-TZVPD" e_lumo_ev=0.681 e_homo_ev=-9.34 total_charge=0 smiles=CCCNC.O.O energy_ev=-9975.579 e_above_lowest_ev=1.507 gap_ev=10.02
C 1.615 -0.191 0.662
C 0.321 0.358 1.210
C -0.619 1.002 0.218
N -1.014 0.016 -0.805
C -2.342 -0.587 -0.562
H 1.434 -1.075 0.051
H 2.295 0.537 0.209
H 2.343 -0.519 1.409
H -0.274 -0.466 1.618
H 0.525 0.984 2.080
H -1.527 1.356 0.710
H -0.325 1.965 -0.213
H -1.142 0.500 -1.690
H -2.272 -1.224 0.319
H -3.188 0.093 -0.435
H -2.471 -1.226 -1.435
H 0.962 -3.199 0.170
H -0.368 -2.836 0.893
O 0.097 -3.541 0.427
H 2.299 1.959 -1.659
H 1.405 3.206 -1.759
O 2.246 2.890 -1.418

=====

Record 4
22
Properties=species:S:1:pos:R:3 method="wB97M-V/def2-TZVPD" e_lumo_ev=0.725 e_homo_ev=-7.84 total_charge=0 smiles=CCN(C)C.O.O energy_ev=-9974.029 e_above_lowest_ev=3.057 gap_ev=8.56
C 1.036 1.560 -0.600
C 0.247 0.569 -1.466
N 0.798 -0.770 -1.350
C 0.881 -1.219 -0.002
C 0.332 -1.859 -2.303
H 0.366 2.298 -0.135
H 1.650 1.291 0.290
H 1.814 2.281 -1.094
H 0.130 1.106 -2.456
H -0.711 0.271 -0.931
H 1.582 -0.678 0.652
H 1.205 -2.342 -0.012
H -0.157 -1.223 0.416
H -0.753 -1.792 -2.447
H 0.856 -1.411 -3.125
H 0.644 -2.807 -1.883
H 2.664 -1.173 4.424
H 2.982 -0.503 3.091
O 3.236 -1.274 3.638
H -5.344 3.286 1.087
H -6.455 2.455 1.658
O -5.866 2.527 0.881

=====

Record 5
22
Properties=species:S:1:pos:R:3 method="wB97M-V/def2-TZVPD" e_lumo_ev=0.547 e_homo_ev=-9.19 total_charge=0 smiles=CC[C@@H](C)N.O.O energy_ev=-9975.518 e_above_lowest_ev=1.568 gap_ev=9.73
C -0.957 -2.255 1.251
C -0.173 -1.261 0.436
C 1.324 -1.315 0.727
C 2.310 -0.222 0.266
N -0.659 0.143 0.453
H -1.983 -1.833 1.301
H -0.722 -2.329 2.315
H -1.125 -3.208 0.740
H -0.430 -1.529 -0.609
H 1.803 -2.290 0.643
H 1.357 -1.074 1.786
H 2.097 0.834 0.486
H 2.667 -0.287 -0.763
H 3.201 -0.441 0.885
H -0.202 0.559 -0.353
H -1.640 0.074 0.212
H -3.182 0.431 -1.192
H -3.842 0.916 -2.393
O -3.038 1.075 -1.895
H 0.472 4.354 -1.002
H 1.356 4.989 -2.097
O 1.368 4.670 -1.198

=====

Record 6
22
Properties=species:S:1:pos:R:3 method="wB97M-V/def2-TZVPD" e_lumo_ev=0.652 e_homo_ev=-8.01 total_charge=0 smiles=CCNCC.O.O energy_ev=-9975.260 e_above_lowest_ev=1.827 gap_ev=8.66
C -0.389 2.214 -0.664
C -0.420 2.754 0.775
N 0.765 2.451 1.570
C 0.782 1.243 2.372
C 2.154 0.713 2.692
H 0.556 2.424 -1.157
H -1.124 2.825 -1.196
H -0.755 1.190 -0.600
H -0.292 3.836 0.658
H -1.309 2.522 1.330
H 1.616 2.541 1.039
H 0.337 1.363 3.365
H 0.112 0.495 1.913
H 2.881 0.279 2.013
H 2.685 1.276 3.475
H 2.039 -0.116 3.413
H -0.190 -5.997 -3.733
H -0.895 -4.689 -4.187
O -0.829 -5.327 -3.470
H -2.547 -2.572 -2.212
H -1.169 -3.063 -2.045
O -1.678 -2.244 -1.977

=====

Record 7
22
Properties=species:S:1:pos:R:3 method="wB97M-V/def2-TZVPD" e_lumo_ev=0.706 e_homo_ev=-8.36 total_charge=0 smiles=CCN(C)C.O.O energy_ev=-9975.617 e_above_lowest_ev=1.469 gap_ev=9.07
C -1.103 -0.262 -1.254
C -1.395 -0.324 0.241
N -0.233 -0.599 1.090
C -0.628 -0.629 2.479
C 0.472 -1.817 0.758
H -0.713 -1.144 -1.766
H -2.102 -0.151 -1.681
H -0.498 0.609 -1.544
H -2.171 -1.112 0.342
H -1.741 0.668 0.517
H -1.428 -1.347 2.690
H -0.947 0.381 2.748
H 0.213 -0.894 3.107
H 0.029 -2.698 1.238
H 0.448 -1.967 -0.319
H 1.480 -1.763 1.174
H 4.439 1.770 -3.696
H 4.299 0.452 -4.467
O 4.200 1.418 -4.559
H -0.496 2.984 0.316
H -0.864 3.426 1.680
O -1.259 3.001 0.909

=====

Record 8
22
Properties=species:S:1:pos:R:3 method="wB97M-V/def2-TZVPD" e_lumo_ev="-3.157 / -7.932" multiplicity=2 e_homo_ev="-13.62 / -13.62" total_charge=+1 energy_ev=-9967.500 e_above_lowest_ev=0.338 gap_ev="10.46 / 5.68"
C -0.093 2.273 1.454
N 0.345 1.070 0.780
C -0.251 -1.075 -0.345
C -0.677 0.340 0.005
C -1.178 1.227 -1.150
H -0.233 3.052 0.704
H 0.605 2.555 2.240
H -1.065 2.083 1.903
H 1.222 1.180 0.265
H -1.055 -1.518 -0.939
H -0.351 -1.686 0.554
H 0.678 -1.242 -0.882
H -1.485 0.283 0.739
H -1.453 0.595 -1.975
H -0.378 1.825 -1.596
H -2.046 1.799 -0.840
H -1.764 -3.432 4.351
H -2.813 -4.526 4.190
O -2.713 -3.570 4.272
H 4.314 -0.028 -4.252
H 5.636 -0.417 -4.825
O 4.754 -0.789 -4.654